1.
# C3H36N2O15

A cluster of 15 separate species, C3H36N2O15 in total (ωB97M-V with the def2-TZVPD basis set, the OMol25 dataset).

The geometry in ORCA input format:
```
! wB97M-V def2-TZVPD RIJCOSX def2/J DEFGRID3
* xyz -1 2
O -3.68503 2.52637 0.45713
O 4.56951 -0.21145 0.36826
O -0.37067 -2.40307 3.08436
O -2.98300 0.16092 -2.05547
O -3.97341 -0.90341 2.24238
O 2.76520 1.50530 0.54718
O 0.17319 3.25287 -0.75710
O 0.60832 -3.58507 -0.04619
O 2.74138 1.42048 3.19596
O 1.76339 -1.02218 3.14325
O 0.57003 0.25605 -0.60356
O 3.03722 -1.60066 -1.37857
O 1.59311 -0.90487 -3.58550
O -2.22891 2.75613 -2.75326
O -0.26065 0.72717 -4.03203
N -0.94254 -1.98189 -1.35328
N -1.14529 0.64666 0.84332
C -1.01088 2.03089 1.36174
C -0.87011 -1.56790 0.05067
C -0.35275 -0.16357 0.10711
H 0.28563 2.27025 -0.96117
H -0.83546 -2.95677 -1.55644
H 0.20625 -4.41659 0.32653
H 2.14263 -1.35257 -1.30750
H -1.05868 -2.94452 3.41451
H 0.04461 2.08548 1.90588
H -2.98314 2.71240 -2.10872
H -1.70543 2.18481 2.19098
H -2.57662 -0.68001 -1.98875
H 2.85691 0.41363 3.34458
H -1.88945 -1.69511 0.58506
H -3.38496 1.94810 -0.32964
H 1.02294 3.51719 -1.13598
H -2.51882 0.89013 -2.39176
H 4.70636 0.74133 0.28940
H 2.49894 -1.32415 3.64808
H -1.49886 3.27121 -2.24314
H -2.03565 0.22971 1.12924
H -4.56792 2.39005 0.15823
H 3.63220 1.76820 3.24391
H 2.03321 1.18893 -0.00862
H 4.53852 -0.38081 -0.57673
H -0.24313 -2.16213 0.80293
H -3.87797 -1.73923 2.81670
H -0.23661 0.62564 -3.05320
H -1.14311 2.72001 0.55604
H 1.11713 -3.88197 -0.79051
H -4.17612 -0.14773 2.81227
H -0.18135 -1.42809 -1.83092
H 0.06197 -1.82414 3.74654
H 3.50849 -2.25592 -0.87034
H 1.64796 -1.17064 -4.50974
H 1.79446 -1.50674 2.28721
H 2.75181 0.95377 1.29675
H 1.22597 -0.02313 -3.61225
H -1.16080 1.04067 -4.11585
*
```

## Properties
* Kohn-Sham gap (alpha / beta): 0.0816 / 0.3230 Ha
* relative energy (zero: lowest compared OMol25 entry of this formula, charge and spin): 31.0 kcal/mol
* lowest unoccupied orbital energy (alpha / beta): 2.4365 / 2.3710 eV

2.
# C3H36N2O16

A cluster of 15 separate species, C3H36N2O16 in total (ωB97M-V with the def2-TZVPD basis set, the OMol25 dataset).

The geometry in ORCA input format:
```
! wB97M-V def2-TZVPD RIJCOSX def2/J DEFGRID3
* xyz 0 1
O 1.91991 2.63645 -0.68535
O 1.82200 0.64124 -4.50167
O 0.02273 4.36145 2.25804
O 4.29907 -0.71812 0.77192
O 0.81255 0.49699 -1.97081
O -1.37169 0.71929 5.33812
O -3.15536 -2.53789 -2.37114
O -4.43684 1.37820 1.50239
O 2.97384 -2.01710 -2.79965
O -2.69145 0.40304 -3.87633
O 1.22900 -1.65577 0.18376
O 3.84801 0.39021 3.48851
O 1.93798 0.41156 1.66525
O -1.69007 1.71195 1.86392
O 0.53941 -0.55115 3.60269
O -2.22701 -1.95852 1.10324
N -0.73889 1.32521 -0.55314
N -1.14327 -0.66875 -1.52139
C -1.80443 -2.94556 -2.31223
C -0.27007 0.38195 -1.39825
C -0.87909 -1.72308 -2.46410
H 4.58573 -1.30829 0.06751
H -2.25767 -2.60717 1.80868
H 1.04892 -0.16624 4.31478
H 0.87686 -0.54735 2.68526
H -0.28911 2.21802 -0.55619
H -0.72320 4.93704 2.09041
H 1.49674 -0.20129 -4.83750
H 0.24053 3.89262 1.45482
H -3.16131 0.63136 -3.07009
H 2.19201 0.24214 0.76242
H -1.44271 -3.67581 -3.03005
H -4.53139 0.79225 0.74792
H 0.27749 -1.58746 0.04830
H -1.20800 -1.31591 -3.42168
H -1.71259 -3.32138 -1.29704
H -3.34885 -2.16092 -3.23882
H 1.37042 0.65037 -3.64411
H 0.14832 -2.08706 -2.52166
H 4.22663 0.01253 2.68625
H 1.84301 1.97693 -1.40013
H 1.24685 1.06671 1.78024
H 1.62668 -1.66762 -0.68860
H -1.75655 -0.71273 -0.72290
H 3.37087 -0.95309 0.89858
H -1.05686 1.52341 4.90768
H 2.66926 2.35957 -0.14808
H 3.30791 1.13918 3.24645
H 2.92932 -2.97450 -2.79892
H -4.86354 0.96246 2.25751
H -0.91327 0.05820 4.78877
H 3.75585 -1.68991 -3.24890
H -0.95454 2.04188 2.36569
H -2.48103 2.01752 2.32362
H -2.10656 -1.12200 1.57635
H -1.57716 1.31816 0.00526
H -1.82541 0.17678 -3.51559
*
```

## Properties
* Kohn-Sham gap: 0.3727 Ha
* relative energy (zero: lowest compared OMol25 entry of this formula, charge and spin): 32.3 kcal/mol
* lowest unoccupied orbital energy: -0.2068 eV

3.
# C3H36O17S

A cluster of 16 separate species, C3H36O17S in total (ωB97M-V with the def2-TZVPD basis set, the OMol25 dataset).

The geometry in ORCA input format:
```
! wB97M-V def2-TZVPD RIJCOSX def2/J DEFGRID3
* xyz 1 2
S -4.68664 0.51285 0.18075
O 0.56375 -1.36846 -4.86836
O 1.81212 1.34682 -2.19490
O -0.08472 -3.44290 -0.52559
O -3.82521 2.48911 2.22856
O 1.01016 -1.14522 -1.02210
O 4.22667 2.39545 0.70397
O 1.69376 0.46070 1.52926
O 3.55084 -1.12083 -1.40111
O -1.31403 2.35521 3.69243
O -1.83198 -3.31648 -2.67909
O 2.07499 4.06664 -1.48611
O 0.03537 -1.34835 3.51312
O -0.66424 0.55130 -0.88561
O 2.66165 -3.48584 -1.06990
O -2.79205 -2.37874 1.02161
O -1.03603 0.93225 1.28106
O 1.82285 0.96801 4.30976
C -3.63227 1.36754 -1.13143
C -2.34675 2.08318 -0.60298
C -1.35629 1.09277 0.14816
H -0.18284 -4.30017 -0.20488
H 2.17409 1.99587 -2.72624
H -0.67227 2.65828 3.08140
H 1.36278 0.18151 4.04488
H 1.03622 -0.11161 1.80941
H 1.95527 -1.24389 -1.23006
H -1.57105 2.40545 -1.14624
H 3.57412 -0.89690 -0.43762
H 1.98931 1.34088 3.48681
H -4.38667 2.30538 -1.52531
H -2.15965 -2.91279 0.71549
H -4.05105 1.56303 2.53634
H -4.74342 -0.66788 -0.43718
H 0.15629 -1.48630 -1.49744
H -2.56840 2.86836 0.20195
H -3.50845 0.73139 -2.02587
H 1.05847 -2.04188 -4.58259
H 5.03320 1.94992 0.86935
H 0.58564 -2.07719 3.86856
H 0.55432 -0.81211 -3.98943
H 3.54120 2.00177 1.25712
H 0.92723 1.73684 -2.12702
H -0.86682 -1.66340 3.42873
H 0.80735 -2.95230 -0.29764
H 1.09843 1.29369 1.60870
H -2.62093 -3.31171 -3.28100
H -2.88175 2.55826 2.63985
H 0.13432 0.01232 -0.61520
H -1.34547 1.41008 3.98405
H 2.89668 3.82279 -1.87400
H -1.43721 -2.58491 -2.85740
H 3.45988 -0.11475 -1.58699
H 3.19190 -2.81768 -1.37512
H 2.81290 -4.25847 -1.35432
H -3.12479 -2.88458 1.80505
H 1.88919 3.28764 -0.90766
*
```

## Properties
* Kohn-Sham gap (alpha / beta): 0.3522 / 0.1727 Ha
* lowest unoccupied orbital energy (alpha / beta): -3.6956 / -8.5783 eV

4.
# C3H37N2O13

A cluster of 14 separate species, C3H37N2O13 in total (ωB97M-V with the def2-TZVPD basis set, the OMol25 dataset).

The geometry in ORCA input format:
```
! wB97M-V def2-TZVPD RIJCOSX def2/J DEFGRID3
* xyz 2 2
O -1.12558 3.19865 -1.02161
O -4.25696 -1.88860 1.14063
O 2.38389 1.39617 -0.12826
O -0.62603 -3.59869 1.15878
O -2.64723 -2.61398 -1.48392
O 2.38932 -1.69220 -2.22321
O -3.40309 1.45346 -1.34087
O -0.15236 -2.50886 -2.01673
O 0.86266 3.52943 0.69532
O 3.58115 -0.93633 -0.12594
O 1.86283 -2.02392 2.65062
O 3.75423 1.91201 2.48508
O 1.45101 2.56720 -2.62351
N -2.10353 0.06882 1.31319
N -0.45839 0.62463 -1.10734
C -0.85707 -0.74203 0.95610
C 0.18234 0.12672 0.11904
C -1.82206 0.85295 2.60105
H 1.46879 4.20361 0.35976
H -3.76039 -2.71133 1.23665
H -0.56062 -0.06426 -1.83103
H 0.43655 0.98430 0.74569
H -2.37331 0.64337 0.52472
H -0.62009 -4.55146 1.00571
H -1.09796 0.24255 3.15177
H -1.33725 1.79555 2.33628
H -0.31436 -0.96851 1.92397
H 0.97176 3.40239 -2.67930
H -0.48108 -2.81799 -1.16181
H 3.40478 2.74833 2.15932
H -2.51591 1.55998 -0.99622
H 1.19684 2.73099 0.23941
H -3.42945 1.92177 -2.18866
H 3.53915 1.23974 1.83739
H -1.12352 -1.65098 0.43116
H -3.18207 -2.45464 -2.28381
H 2.53767 -1.66345 -3.17593
H -0.60296 3.53753 -0.24248
H 1.45557 -1.98669 -2.01432
H 3.03549 0.63411 -0.15993
H -0.19299 1.60893 -1.14601
H 2.03893 2.57681 -3.38963
H 2.37434 -2.19423 3.43552
H 0.19007 -3.42363 1.65070
H 2.06443 -1.62526 1.80633
H 4.53249 -0.97515 -0.29680
H -1.39173 4.09155 -1.29937
H 2.82779 1.94830 -0.80215
H -4.61182 -1.88947 0.24363
H -2.82769 -0.61717 1.54371
H 3.24176 -1.39123 -0.97558
H -2.72720 0.90168 3.16074
H 1.07355 -0.44880 -0.08482
H -2.16123 -1.78700 -1.51072
H -0.09346 -3.27567 -2.60231
*
```

## Properties
* Kohn-Sham gap (alpha / beta): 0.3721 / 0.1743 Ha
* lowest unoccupied orbital energy (alpha / beta): -5.6512 / -11.0327 eV

5.
# C3H37NO15S2

A cluster of 15 separate species, C3H37NO15S2 in total (ωB97M-V with the def2-TZVPD basis set, the OMol25 dataset).

The geometry in ORCA input format:
```
! wB97M-V def2-TZVPD RIJCOSX def2/J DEFGRID3
* xyz 0 1
S -2.53665 -2.77456 -3.35061
S -2.21279 -0.74516 -3.33535
O 2.00751 -0.86352 4.40665
O 0.12016 -0.58488 1.33860
O 2.19456 -2.30947 1.41002
O 0.87472 2.54061 -2.78691
O 2.18882 0.41742 -3.68123
O 3.26371 -2.53070 -0.98016
O -3.53163 2.86395 -0.62779
O 1.73490 2.58094 0.56776
O -4.25159 1.96598 2.02663
O 3.86314 0.37984 1.42820
O -3.55895 -0.42892 3.28908
O 0.76979 -1.92315 -2.73761
O 3.96300 0.23958 -1.71021
O -0.25207 -3.97477 1.55888
O -1.56109 2.30592 2.57036
N -0.86311 1.33586 -0.76225
C -1.05042 -0.15588 -0.84933
C -1.08554 -0.64144 0.59069
C -2.39423 -0.43176 -1.49504
H 1.31947 -1.99741 1.66716
H -4.38857 2.56831 -0.95622
H -1.39949 2.87354 3.33107
H -0.06652 -3.32292 0.87621
H 0.12782 2.22376 -2.26737
H -3.99721 0.30953 2.84734
H 1.56292 3.51878 0.56252
H 3.59748 0.45559 -2.59409
H -3.40106 2.26496 2.39496
H -1.70967 1.85600 -0.96620
H -3.75879 -1.27953 2.90386
H 1.50712 -1.87431 -2.11807
H -1.33415 -3.29517 -3.65995
H -1.73372 1.43015 2.94803
H 3.42460 -0.53551 -1.52460
H 1.20802 3.27797 -2.26933
H -2.75355 -1.35528 -1.05680
H 2.53116 -0.05852 4.34228
H 1.62660 1.20309 -3.52687
H 4.18668 -2.33725 -0.78860
H -4.09233 1.83055 1.08477
H 2.80739 -2.05862 2.10904
H 0.62113 -4.17087 1.91162
H -3.79413 3.62748 -0.09943
H -0.56506 1.68594 0.14017
H 1.69529 2.18934 -0.31167
H 1.40051 -0.81196 3.67333
H -1.85435 -0.09971 1.16270
H 4.30383 0.23339 0.58764
H 1.12408 -2.01838 -3.62483
H -0.16163 -0.47938 -1.36597
H 0.82679 -0.19068 0.83504
H 3.46224 1.24086 1.23529
H -3.07793 0.40390 -1.44201
H 1.56533 -0.31758 -3.61100
H 2.99176 -2.59565 -0.02268
H -1.48429 -1.66026 0.72231
*
```

## Properties
* Kohn-Sham gap: 0.3220 Ha
* lowest unoccupied orbital energy: -0.2666 eV

6.
# C3H38NO15S

A cluster of 16 separate species, C3H38NO15S in total (ωB97M-V with the def2-TZVPD basis set, the OMol25 dataset).

The geometry in ORCA input format:
```
! wB97M-V def2-TZVPD RIJCOSX def2/J DEFGRID3
* xyz -1 1
S 0.87171 -1.60895 -4.25014
O 2.11778 3.51319 -2.23736
O -1.89160 -0.18302 -0.05276
O 2.24152 3.12741 2.25983
O -3.70955 0.24128 -2.20332
O -0.78288 3.35930 2.02170
O -2.96207 1.87133 1.39850
O -3.90685 -1.68835 0.82401
O -0.69473 1.07408 3.54577
O 0.57945 -3.96274 3.04489
O -2.03070 -3.72445 -0.73315
O -1.17955 2.14468 -1.70981
O 3.93753 -1.17898 1.80671
O 0.22038 3.61005 -0.26567
O 1.82427 0.38530 2.82211
O -0.95664 -2.04832 1.59302
N 1.22324 -1.14332 -0.25483
C 2.46914 -2.63391 -1.70602
C 1.90748 -1.16695 -1.54089
C 1.35009 -0.54647 -2.87608
H 0.87368 0.38584 3.07509
H -1.99200 -2.76477 -0.84266
H 0.69703 -2.83326 -3.58830
H 3.52364 -1.44506 0.98082
H 3.23026 -0.70550 2.30668
H -3.25824 2.48246 0.70292
H -2.17718 0.35285 0.70645
H -0.98861 -2.61723 2.36522
H 3.17886 -2.78757 -2.53309
H -1.03305 4.26636 2.23498
H -1.45197 0.40386 -0.67954
H 2.17567 0.11790 -3.24051
H 2.93922 -2.99889 -0.81622
H -0.29616 3.47629 1.07504
H -1.59258 2.85472 -2.20268
H -2.73934 0.33631 -2.12496
H 2.03580 3.24456 -1.31735
H 0.02846 4.47468 -0.63499
H -0.47207 2.61962 -1.05072
H 1.52090 3.56663 2.72339
H 0.88246 -3.17782 3.52709
H -3.01154 -1.68650 0.42704
H 1.04043 -0.17449 0.06726
H -1.55954 1.26981 3.90623
H -2.15594 2.45872 1.52997
H -1.13866 -3.85040 -0.37344
H 2.10427 3.17584 1.30866
H 2.76136 -0.46687 -1.34160
H 2.09408 1.28990 2.58421
H -3.82555 -0.31937 -1.40259
H 1.63764 -3.28564 -2.03264
H 0.29019 -1.50961 -0.35085
H 1.21895 -3.99424 2.31632
H 1.20411 3.62144 -2.52162
H -3.84336 -1.11200 1.59461
H -0.39092 1.79477 2.98356
H 0.46409 0.08177 -2.75210
H -1.06586 -1.12317 1.82300
*
```

## Properties
* Kohn-Sham gap: 0.3171 Ha
* relative energy (zero: lowest compared OMol25 entry of this formula, charge and spin): 0.0 kcal/mol
* lowest unoccupied orbital energy: 2.1473 eV